Record 1
Here is a molecular structure, C3H7N3O in a non-equilibrium geometry from OMol25. Energies are from ωB97M-V/def2-TZVPD.

Geometry as XYZ:
```
14
Properties=species:S:1:pos:R:3:forces:R:3:lowdin_charge:R:1
C -1.2661 1.2708 1.8305 0.2357 -0.1753 0.1085 -0.19
C 0.1082 -0.2053 -0.5129 1.5345 -2.7784 -2.5406 -0.26
N 0.1791 0.6026 -1.5618 2.8378 -1.8293 -1.7879 0.11
C 0.2429 -0.5320 0.7046 -1.9396 6.1096 3.2887 0.03
O 0.0127 1.0832 1.2654 0.3343 -2.3842 0.4829 -0.26
N 0.8044 -2.0210 -0.8665 -0.3341 1.2863 -1.6237 0.00
N 1.5055 -1.8817 -1.8444 -0.7533 0.4362 -0.3845 -0.04
H 0.1910 1.3938 -2.1948 -1.9848 1.0510 1.7808 0.13
H 1.0517 0.2782 -2.0461 -0.1978 -1.1791 0.3512 0.09
H 1.8903 -2.7556 -2.2586 0.1113 -0.0221 0.8343 0.07
H 0.1046 -1.2481 1.4861 0.2482 -0.4121 -0.3214 0.10
H -2.0552 1.2223 1.0665 -0.0317 -0.0509 0.1237 0.08
H -1.2978 2.2570 2.3100 0.0660 -0.0573 -0.1893 0.08
H -1.4715 0.5359 2.6220 -0.1265 0.0057 -0.1227 0.07
```
Positions in Å, forces in eV/Å.

**HOMO level**: -7.747 eV
**Charge**: 0

Record 2
Here is a single C3H7N3O molecule in a non-equilibrium geometry from OMol25. Energies are from ωB97M-V/def2-TZVPD.

Geometry as XYZ:
```
14
Properties=species:S:1:pos:R:3:forces:R:3:lowdin_charge:R:1
C 2.9202 0.4859 0.1717 0.0445 0.0461 0.0359 -0.08
C 1.6009 0.0034 -0.3031 -0.6141 -0.0443 -0.5361 -0.20
N 0.5779 0.0631 0.4337 0.4151 1.6363 1.0378 0.03
N -0.6019 -0.4651 0.1834 -0.5988 -2.0046 -0.6319 0.03
N -1.6651 0.1888 0.0355 0.6872 0.3103 -0.1385 -0.38
C -2.8577 -0.6548 0.0305 -0.5714 -0.3383 -0.0362 0.00
O -1.8208 1.4110 -0.1328 0.3276 0.3061 0.1836 -0.03
H 3.1102 1.4679 -0.2614 0.1178 0.0560 -0.0462 0.08
H 3.7045 -0.1889 -0.1653 0.1002 -0.0010 0.0038 0.07
H 2.9451 0.5732 1.2526 -0.0483 0.0091 0.0908 0.08
H 1.5425 -0.3425 -1.3377 -0.1137 -0.1773 0.0038 0.12
H -3.4603 -0.4175 0.9062 0.1344 0.0862 0.0081 0.10
H -3.4432 -0.4292 -0.8589 0.1425 0.0711 0.0075 0.09
H -2.5523 -1.6953 0.0457 -0.0229 0.0444 0.0177 0.08
```
Positions in Å, forces in eV/Å.

**SMILES**: C/C=N/N=[N+](/C)[O-]
**HOMO level**: -8.801 eV
**Charge**: 0

Gap between HOMO and LUMO values (in eV) by entry order: 8.660 9.567.
LUMO values (in eV) by entry order: 0.91 0.77.